# C3H3N3O2S

A single C3H3N3O2S molecule at a distorted geometry (ωB97M-V/def2-TZVPD, the Open Molecules 2025 dataset).

```
12
Properties=species:S:1:pos:R:3:forces:R:3
O 1.242 1.804 -0.029 -0.41 -0.74 -0.03
C 0.641 0.740 -0.032 0.63 1.27 0.28
N -0.745 0.691 -0.014 1.19 -0.48 0.21
C -1.360 -0.518 0.005 -1.35 -0.21 -0.42
O -2.704 -0.470 -0.073 0.35 -1.42 0.13
N -0.807 -1.681 0.000 0.07 0.72 -0.03
N 0.562 -1.706 -0.007 0.79 1.20 0.16
C 1.259 -0.592 -0.009 -0.72 -1.76 -0.26
S 3.010 -0.771 -0.039 -0.47 -0.03 0.03
H -1.236 1.564 0.111 0.02 0.02 -0.15
H -3.053 0.401 0.012 -0.30 1.00 0.09
H 3.189 0.539 0.076 0.20 0.42 0.00
```
Forces are in eV/Å.

Summary:
**Multiplicity**: 1
**Molecular weight**: 145.14 g mol⁻¹
**DFT total energy**: -22559.25372 eV
**SMILES**: O=c1[nH]c(O)nnc1S